23
Properties=species:S:1:pos:R:3 method="wB97M-V/def2-TZVPD" smiles=C[C@H](N)CO.O.O.O max_force_ev_per_a=1.2 homo_ev=-9.205 gap_ha=0.355 de_lowest_ev=1.161 total_energy_ev=-13033.876
O 1.635 0.252 2.575
O -3.660 1.911 -2.977
O -1.017 0.734 -3.894
O -4.613 1.659 3.269
N 0.636 -0.859 0.242
C 2.801 -1.981 -0.238
C 2.536 -0.417 1.703
C 1.850 -1.416 0.805
H -4.211 2.381 2.783
H -4.653 1.930 4.191
H 3.111 -1.218 -0.941
H 2.336 -2.778 -0.816
H 0.360 -1.230 -0.661
H 0.641 0.137 0.063
H -4.055 2.760 -3.210
H -1.024 0.731 -4.849
H -1.887 0.567 -3.537
H 3.361 -0.910 2.228
H 1.554 -2.252 1.434
H 3.000 0.404 1.136
H -3.237 2.131 -2.137
H 3.733 -2.329 0.206
H 0.804 -0.205 2.624